Density functional theory data (wB97M-V/def2-TZVPD) for a molecular structure, ArH16O8 in a non-equilibrium geometry.

Element x y z (Å)
Ar (20.38, 14.67, -8.27)
O (19.92, 17.99, -9.11)
H (19.13, 17.44, -9.08)
H (20.21, 18.03, -8.20)
O (17.24, 13.74, -9.78)
H (17.55, 13.04, -9.21)
H (18.01, 14.00, -10.29)
O (23.55, 13.36, -7.90)
H (23.23, 13.16, -7.02)
H (24.19, 14.06, -7.77)
O (19.39, 14.01, -11.54)
H (18.85, 14.09, -12.33)
H (19.96, 14.78, -11.56)
O (17.55, 16.09, -8.17)
H (17.03, 15.94, -7.38)
H (17.48, 15.27, -8.66)
O (20.15, 11.39, -10.53)
H (19.69, 11.27, -9.70)
H (19.90, 12.26, -10.83)
O (20.59, 16.63, -11.47)
H (20.28, 16.79, -10.58)
H (19.96, 17.10, -12.03)
O (18.71, 11.84, -8.08)
H (18.49, 10.94, -7.82)
H (18.43, 12.37, -7.34)

Calculated values
* energy above the lowest of the compared OMol25 structures with the same formula, charge and spin: 0.00 kcal per mole
* E: -30994.62919 eV
* LUMO: 0.0035 Eh
* net charge: 0

Atomic partial charges in e from the natural (NBO) method, atoms 1 to 8:
1 Ar 0.000
2 O -0.961
3 H 0.492
4 H 0.481
5 O -0.984
6 H 0.484
7 H 0.493
8 O -0.929

Density functional theory data (wB97M-V/def2-TZVPD) for a molecular structure, C15H24Cl2GaIN2O.

Element x y z (Å)
Ga (5.62, -5.69, 2.30)
C (-5.42, 7.20, -3.11)
C (-4.01, 7.32, -3.21)
C (-3.31, 6.24, -2.47)
C (-4.26, 5.48, -1.93)
C (-5.63, 6.09, -2.34)
C (-6.90, 5.50, -1.90)
C (-4.17, 4.28, -1.07)
C (-1.82, 6.11, -2.41)
C (-3.30, 8.37, -3.92)
C (-6.42, 8.12, -3.73)
H (-6.96, 4.47, -2.27)
H (-7.77, 6.06, -2.24)
H (-6.91, 5.42, -0.81)
H (-3.15, 3.96, -0.91)
H (-4.72, 3.44, -1.52)
H (-4.64, 4.47, -0.10)
H (-1.39, 5.97, -3.40)
H (-1.54, 5.26, -1.79)
H (-1.37, 7.01, -1.98)
H (-2.56, 7.92, -4.60)
H (-2.70, 8.93, -3.19)
H (-3.95, 9.06, -4.46)
H (-6.38, 9.11, -3.28)
H (-7.43, 7.74, -3.60)
H (-6.25, 8.23, -4.80)
I (1.16, -1.24, 1.58)
C (2.00, -3.04, 2.11)
C (1.41, -4.05, 2.84)
N (2.33, -5.02, 2.97)
N (3.49, -4.70, 2.38)
C (3.30, -3.49, 1.85)
H (0.42, -4.14, 3.26)
H (2.24, -5.91, 3.44)
H (4.09, -2.99, 1.31)
C (7.18, -9.13, 2.31)
O (7.08, -7.88, 3.03)
H (7.35, -9.96, 3.00)
H (7.98, -9.09, 1.58)
H (6.23, -9.27, 1.80)
H (7.94, -7.67, 3.40)
Cl (4.91, -6.22, 5.28)
C (4.59, -7.92, 4.90)
Cl (3.76, -8.07, 3.33)
H (3.94, -8.33, 5.66)
H (5.54, -8.44, 4.82)

Calculated values
* energy above the lowest of the compared OMol25 structures with the same formula, charge and spin: 0.00 kcal per mole
* E: -106477.99229 eV
* LUMO: -0.2661 Eh
* net charge: +2

Atomic partial charges in e from the natural (NBO) method, atoms 1 to 8:
1 Ga 0.831
2 C -0.141
3 C 0.452
4 C -0.120
5 C 0.088
6 C 0.309
7 C -0.707
8 C -0.669

Orbital gap list, top to bottom, in eV: 10.46, 5.85